Entry A
Below is an isolated molecule of C5H8S, with properties calculated with ωB97M-V/def2-TZVPD.

```
14
Properties=species:S:1:pos:R:3
C 1.073 -0.634 -1.403
C 0.218 -0.192 -0.319
C -1.063 -0.323 -0.076
C -1.600 0.304 1.131
C 0.935 0.660 0.671
H 0.618 -1.184 -2.246
H 1.755 -1.411 -1.028
H 1.706 0.187 -1.829
H -1.831 -0.914 -0.635
H -2.260 -0.357 1.742
H -2.412 1.012 0.784
H 1.797 0.111 1.083
H 1.333 1.546 0.230
S -0.271 1.196 1.895
```

Summary:
E_HOMO: -8.3 eV
Orbital gap: 9.2 eV


Entry B
Below is an isolated molecule of C5H8S, with properties calculated with ωB97M-V/def2-TZVPD.

```
14
Properties=species:S:1:pos:R:3
C 0.680 -1.006 1.249
C -0.051 0.176 0.673
C 0.549 0.507 -0.634
C 0.212 -0.324 -1.823
C 1.064 -1.195 -2.333
H 1.728 -0.779 1.361
H 0.600 -1.901 0.660
H 0.331 -1.266 2.217
H 1.638 0.505 -0.467
H 0.304 1.613 -0.709
H -0.818 -0.281 -2.180
H 2.102 -1.249 -1.936
H 0.839 -1.920 -3.059
S -1.340 1.020 1.333
```

Summary:
E_HOMO: -8.7 eV
Orbital gap: 8.4 eV


Tell me which of them is the most stable. Sure, it is entry A.


Entry A
Below is an isolated molecule of C5H8S, with properties calculated with ωB97M-V/def2-TZVPD.

```
14
Properties=species:S:1:pos:R:3
C -0.896 -1.389 -0.148
C -0.780 1.440 0.121
C 0.371 0.610 -0.400
C 1.641 -0.042 -0.004
C 0.327 -0.652 0.385
H -1.133 -2.303 0.543
H -0.765 -1.740 -1.173
H -1.125 2.239 -0.557
H -0.633 1.771 1.150
H 0.332 0.609 -1.441
H 2.318 -0.408 -0.868
H 2.199 0.269 0.932
H 0.251 -0.417 1.460
S -2.106 0.013 0.002
```

Summary:
E_HOMO: -8.6 eV
Orbital gap: 9.6 eV


Entry B
Below is an isolated molecule of C5H8S, with properties calculated with ωB97M-V/def2-TZVPD.

```
14
Properties=species:S:1:pos:R:3
C -0.637 0.932 0.012
C 0.569 0.422 -0.055
C -2.205 -0.080 -0.008
C 1.797 1.288 -0.038
C -1.961 -1.529 -0.044
S -3.590 0.714 0.019
H -0.894 1.970 0.091
H 0.730 -0.643 -0.144
H 2.692 0.697 0.124
H 1.896 1.810 -0.990
H 1.722 2.042 0.744
H -2.896 -2.080 -0.126
H -1.315 -1.778 -0.887
H -1.441 -1.836 0.865
```

Summary:
E_HOMO: -8.5 eV
Orbital gap: 8.5 eV


Tell me which of them is the most stable. Sure, it is entry B.